107
Properties=species:S:1:pos:R:3:forces:R:3:lowdin_charge:R:1 method="wB97M-V/def2-TZVPD" orbital_gap_ev="6.85 / 7.30" s_squared=0.753 fmax_ev_per_a=2.67 spin_multiplicity=2 de_lowest_kcal_mol=0.0 e_homo_ev="-10.36 / -10.81" total_charge=+1 lumo_ha="-0.12885 / -0.12885"
Ti -0.48470 -0.00442 0.28240 0.3 0.0 -0.4 1.2424
C -1.49842 5.04899 -0.04606 0.5 0.3 -1.0 -0.0313
C -1.87592 4.24305 1.14646 1.3 -0.7 -0.8 -0.3543
C -2.98711 4.39229 1.94864 -0.2 -0.8 1.7 -0.0444
C -2.84180 3.43844 2.95769 0.5 0.5 -0.8 -0.0475
N -1.69658 2.74651 2.69596 -0.3 1.1 -0.7 0.0196
N -1.09457 3.21725 1.53612 -1.3 0.6 0.9 0.1468
B -1.16549 1.48618 3.30804 0.2 -0.4 1.1 -0.7477
N 0.29769 1.29888 2.94267 -0.6 -0.4 -1.2 0.0255
C 1.24603 1.74248 3.71072 2.1 0.1 1.0 -0.0400
C 2.44333 1.75290 3.00818 -0.4 0.5 -0.5 0.0311
C 2.06235 1.41180 1.70987 1.1 -0.2 0.2 -0.3094
C 2.94602 1.49570 0.52108 0.5 1.7 -0.5 -0.0047
N 0.78526 1.04427 1.68336 -1.2 0.0 0.2 0.0243
N -1.98725 0.28317 2.85944 -2.1 -0.6 0.4 0.0500
C -3.14754 0.00592 3.53292 0.3 0.2 -1.4 0.0101
C -4.08317 -0.43481 2.60566 -0.6 0.1 1.7 0.0163
C -3.45692 -0.38002 1.38889 -0.1 0.2 -0.3 -0.3212
C -4.11426 -0.72971 0.12752 -0.5 0.1 0.1 -0.0098
N -2.20727 0.05433 1.53039 1.1 0.4 -0.2 0.0160
N -1.22863 1.42313 4.85343 0.3 0.4 -1.1 -0.0687
C -1.40553 2.38447 5.76429 -1.2 0.4 0.6 -0.0861
C -1.17666 1.83934 7.00893 0.8 0.9 1.4 -0.0191
C -0.64736 0.57026 6.72104 0.3 -0.5 0.5 -0.3361
C 0.06170 -0.36038 7.69939 -0.3 -0.2 -0.9 -0.0275
N -0.74706 0.31159 5.41978 0.7 -0.7 0.7 0.1076
H -0.72881 5.82585 0.08924 0.0 -0.5 0.5 0.0837
H -2.31551 5.61942 -0.46426 -0.6 -0.1 0.1 0.0692
H -1.13811 4.40756 -0.86016 0.0 0.0 0.2 0.0708
H -3.77857 5.10138 1.88473 -0.2 0.4 -0.1 0.0997
H -3.41388 3.34336 3.87191 0.0 -0.4 -0.2 0.1207
H 1.06049 1.98781 4.74053 0.0 0.1 0.0 0.1364
H 3.43233 2.07233 3.29881 -0.2 0.0 0.2 0.1154
H 3.68738 2.33392 0.59959 -0.8 -0.6 0.4 0.1141
H 2.41408 1.70973 -0.40471 -0.2 -0.1 0.1 0.0741
H 3.54263 0.63792 0.37893 0.6 -1.3 -0.2 0.0656
H -3.27630 0.31321 4.55268 0.1 -0.3 0.2 0.1319
H -5.13441 -0.68786 2.78997 0.7 0.1 -0.1 0.1290
H -5.09410 -1.12077 0.39177 -0.2 0.1 -0.2 0.1010
H -3.56218 -1.52518 -0.31048 0.3 -0.4 -0.6 0.0098
H -4.22181 0.10895 -0.55997 0.1 -0.1 0.0 0.0938
H -1.79947 3.33007 5.44947 0.1 0.3 0.1 0.1106
H -1.21701 2.29222 8.04573 0.0 -0.4 -1.7 0.1294
H 0.69451 0.16353 8.43222 -0.2 0.0 -0.5 0.0812
H 0.65228 -1.10652 7.13904 -0.1 0.5 0.2 0.0730
H -0.66380 -0.94081 8.24788 -0.3 -0.1 0.4 0.0642
C 0.78267 -1.95826 3.49365 -0.5 0.8 -1.8 0.0123
C 0.38105 -2.68740 2.21058 0.8 2.2 1.3 -0.2621
C 0.70632 -3.98455 1.98265 0.1 -1.3 0.0 -0.0256
C 0.32894 -4.55342 0.77633 -0.8 -0.5 -0.7 -0.0247
C -0.40522 -3.84867 -0.16936 0.4 0.0 0.3 -0.0091
C -0.63619 -2.50202 0.11455 0.2 -0.1 -0.1 -0.4035
N -0.18546 -1.93712 1.25254 -0.5 -0.3 -0.2 0.0647
N -1.19644 -1.54070 -0.69763 0.1 0.5 -0.2 -0.1305
Si -1.91133 -1.90969 -2.28789 -0.8 -0.2 0.0 0.5031
C -3.09444 -3.38354 -1.97189 1.3 0.3 0.2 -0.1403
C -0.57813 -2.45930 -3.48340 -0.8 -1.7 0.8 -0.1386
C -2.93184 -0.47744 -2.97042 -0.4 -0.5 -0.4 -0.1552
H 1.34553 -2.57327 4.13142 0.7 -0.9 0.9 0.0638
H -0.05035 -1.50887 4.02528 -0.3 -0.2 0.0 0.0562
H 1.40066 -1.09722 3.20724 0.0 -0.2 0.0 0.0774
H 1.22887 -4.57436 2.73403 -0.2 0.2 -0.2 0.1262
H 0.50493 -5.60345 0.57080 0.3 0.0 0.1 0.1194
H -0.74387 -4.29004 -1.10012 0.3 0.0 0.3 0.0867
H -3.89603 -3.16384 -1.27437 -0.1 0.0 0.0 0.0283
H -2.48737 -4.20082 -1.56125 -0.6 0.1 -0.2 0.0150
H -3.51030 -3.71274 -2.90684 -0.3 -0.2 -0.5 0.0343
H 0.20829 -3.02171 -2.99026 0.1 -0.2 0.3 0.0310
H -0.07866 -1.74795 -4.05283 0.6 1.7 -1.0 -0.0072
H -1.03211 -3.16963 -4.18217 -0.1 0.1 -0.1 0.0493
H -2.68209 -0.28049 -4.01887 0.2 0.0 0.2 0.0406
H -2.83297 0.44974 -2.42213 0.1 0.3 0.1 0.0165
H -4.00851 -0.75528 -3.01120 0.6 0.1 0.3 0.0519
C 2.97322 1.31376 -6.35226 -0.3 1.1 -1.0 -0.0467
C 3.23657 -0.01255 -5.73955 0.3 -0.4 1.2 -0.3281
C 4.70569 -0.35935 -5.91908 -0.1 -0.9 -0.1 -0.1274
C 4.88780 -1.79651 -5.42364 0.1 0.3 0.6 -0.1148
C 4.53845 -1.83484 -3.95098 -0.2 -0.2 -0.1 -0.1262
C 5.14720 -2.73977 -3.11946 -0.1 0.1 0.7 0.0715
C 4.67448 -2.91530 -1.79945 0.3 0.8 0.4 -0.2288
F 5.31723 -3.75520 -0.96651 -0.2 0.0 -0.5 0.0807
C 3.65948 -2.14086 -1.28982 -0.5 -0.1 -0.2 0.0847
C 3.06569 -1.17479 -2.13973 -1.1 -0.2 1.5 -0.0384
C 1.86591 -0.44262 -1.65280 0.5 -0.3 0.1 -0.2747
O 1.40885 -0.64519 -0.48561 0.0 0.1 -0.3 -0.0963
C 1.31494 0.46396 -2.56869 -0.6 0.6 0.0 -0.0416
C 1.83746 0.59411 -3.83840 0.0 -0.2 -0.5 0.0484
N 2.87307 -0.09771 -4.29637 -0.4 0.3 0.7 0.0580
C 3.49202 -1.01700 -3.43927 0.7 -0.3 -1.3 -0.0671
C 0.11854 1.33671 -2.31227 -0.8 0.3 -0.3 -0.4734
O -0.30419 2.08634 -3.16709 0.3 -0.5 0.8 0.1143
O -0.49290 1.22097 -1.10955 0.5 -0.6 -0.2 -0.1348
H 3.34590 1.16446 -7.37541 -0.3 0.4 0.1 0.0948
H 3.61779 2.10695 -5.91361 -0.6 -0.4 -0.1 0.1172
H 1.90865 1.64500 -6.45831 1.0 -0.3 0.3 0.1035
H 2.64551 -0.81217 -6.18475 0.0 0.1 -0.4 0.1627
H 5.39434 0.31589 -5.35737 -0.6 -0.2 -0.7 0.1539
H 4.79806 -0.31764 -7.00987 0.8 0.1 0.3 0.1277
H 5.87520 -2.23590 -5.58283 0.0 0.3 0.0 0.1259
H 4.17971 -2.45722 -5.92443 0.0 0.0 -0.2 0.1304
H 6.03148 -3.25955 -3.46799 -0.2 -0.3 0.1 0.1367
H 3.21355 -2.27774 -0.29292 0.5 0.0 -0.5 0.1439
H 1.32063 1.23795 -4.54793 0.2 0.0 0.3 0.1417
C -5.64088 3.76031 -0.44604 0.4 -0.7 -0.8 0.0861
H -5.78146 3.17725 -1.37739 0.0 0.5 0.8 -0.0076
H -4.76329 3.56852 0.16677 -0.3 0.0 -0.1 -0.0471
H -6.22654 4.64406 -0.28559 -0.2 0.1 0.1 -0.0240